C32H37BBr2Cl27FN3O3S2 | wB97M-V/def2-TZVPD

Computed properties:
LUMO: -4.142 eV
Charge: +1
Largest force on an atom: 4.4 eV/A
E: -547640.336 eV
Gap between HOMO and LUMO: 6.35 eV

XYZ file:
```
108
C32H37BBr2Cl27FN3O3S2 | the Open Molecules 2025 dataset | wB97M-V/def2-TZVPD
O -2.9638 4.9398 -1.6815
C -1.8808 4.4486 -1.7397
F -1.4520 3.8135 -2.8880
C -1.0061 4.5205 -0.4182
C -1.5997 3.5132 0.6636
C -0.7517 3.6278 1.9925
N -1.0397 2.6092 3.0239
C 0.1683 1.8697 3.4727
B 0.9828 2.8210 4.5308
O 0.4739 4.0320 5.0595
O 2.2793 2.4489 4.9697
C -2.1917 1.7355 2.7058
C -2.2843 1.2191 1.2040
Br -4.2260 1.4405 0.6790
C -1.9846 -0.3185 0.9880
C -0.9312 -0.9316 1.9868
C -0.5448 -2.3826 1.4028
S 1.2891 -2.4935 1.4866
C 1.9859 -2.8888 -0.1553
S 1.6862 -4.3832 -0.8349
N 2.8396 -1.9813 -0.9155
C 3.3665 -0.9021 -0.1040
C 3.1249 0.5447 -0.3668
C 3.6421 1.6220 0.5036
C 4.4378 1.3087 1.6996
C 4.7307 -0.1194 1.9601
C 4.2135 -1.1989 1.0849
C 2.1371 -1.4894 -2.0994
C 0.6769 -1.4524 -2.2843
C 0.0278 -0.8835 -3.5196
C 0.8746 -0.3425 -4.5864
C 2.3774 -0.3918 -4.4388
C 2.9662 -0.9486 -3.2137
N -1.5280 2.0869 0.2120
Br 0.2481 1.5223 -0.1270
H -1.1070 5.5898 -0.0677
H 0.0871 4.3617 -0.6134
H -2.6313 3.8850 0.8824
H -1.0183 4.6446 2.4575
H 0.3735 3.6982 1.7763
H -0.1393 0.9715 4.0883
H 0.8982 1.5962 2.6567
H 0.7112 4.7871 4.4862
H 2.5902 1.7541 4.3583
H -2.2150 0.9108 3.4720
H -3.1226 2.3493 2.9134
H -2.9606 -0.8602 1.1792
H -1.7273 -0.5780 -0.0856
H 0.0460 -0.3664 1.9753
H -1.3377 -1.0892 3.0182
H -0.9694 -2.5372 0.3744
H -1.0044 -3.1408 2.0876
H 2.5057 0.8804 -1.2449
H 3.4150 2.6943 0.2715
H 4.7955 2.1314 2.3667
H 5.3642 -0.3392 2.8594
H 4.4833 -2.2440 1.3666
H -0.0090 -1.8312 -1.4882
H -1.0725 -0.8515 -3.5710
H 0.4183 0.1137 -5.4955
H 3.0239 0.0326 -5.2507
H 4.0797 -0.9541 -3.1013
H -2.0447 1.9780 -0.6820
C 2.2998 7.0590 0.2206
Cl 1.8161 5.9803 1.5412
Cl 3.4617 8.2544 0.7929
Cl 2.9721 6.1266 -1.1223
H 1.4165 7.5822 -0.1340
C -4.1744 5.6744 3.3146
Cl -5.4220 5.3415 4.5153
Cl -2.5853 5.1787 3.9144
Cl -4.5248 4.8460 1.7944
H -4.1588 6.7436 3.1245
C 3.9450 5.6410 6.0767
Cl 3.0205 6.7560 7.0875
Cl 3.5381 5.8679 4.3688
Cl 5.6787 5.8565 6.3348
H 3.6803 4.6252 6.3567
C -0.6640 1.1288 7.8184
Cl -1.2506 0.2766 6.3777
Cl -1.9437 2.1288 8.5091
Cl -0.0569 -0.0203 9.0121
H 0.1547 1.7781 7.5209
C -2.9530 -3.6473 -3.6745
Cl -4.3025 -2.6328 -4.2008
Cl -2.2867 -4.5527 -5.0311
Cl -1.6880 -2.6615 -2.9114
H -3.3245 -4.3554 -2.9389
C 2.0081 -3.9824 -6.8185
Cl 1.6301 -2.5662 -5.8194
Cl 3.4703 -4.7829 -6.2297
Cl 0.6503 -5.1130 -6.8458
H 2.1899 -3.6449 -7.8346
C -2.8856 -5.7911 0.3025
Cl -3.8046 -6.2701 -1.1255
Cl -1.3737 -5.0105 -0.1797
Cl -3.8415 -4.7078 1.3266
H -2.6494 -6.6827 0.8756
C -0.8036 -8.5643 -9.0359
Cl -1.7290 -9.0324 -10.4662
Cl 0.7248 -7.8106 -9.5034
Cl -1.7496 -7.4762 -8.0125
H -0.5808 -9.4611 -8.4651
C -3.1346 -8.6116 -4.3357
Cl -4.4928 -7.6197 -4.8835
Cl -2.4665 -9.5433 -5.6783
Cl -1.8871 -7.6008 -3.5954
H -3.4999 -9.3066 -3.5857
```